1.
DFT (ωB97M-V/def2-TZVPD) results for a single C3H2ClF molecule at a distorted geometry.

Computed properties:
* energy above the lowest of the compared OMol25 structures with the same formula, charge and spin: 45.36 kcal/mol
* frontier orbital gap: 8.69 eV
* strongest force on any atom: 2.6 eV/Å
* charge: 0
* lowest unoccupied orbital energy: -1.28 eV
* total energy: -18379.10976 eV

Last column: Mulliken charge in e.
Positions of all 7 atoms, in Å:
C (1.13, -0.25, -1.03)  -0.169
C (0.14, 0.48, -0.24)  0.516
C (-0.70, -0.14, 0.61)  -0.607
F (1.51, -1.34, -0.25)  -0.155
Cl (-0.02, 2.05, -0.75)  -0.172
H (-0.41, -1.13, 0.68)  0.327
H (-1.66, 0.34, 0.98)  0.260



2.
DFT (ωB97M-V/def2-TZVPD) results for 2 unconnected molecules or ions with the total composition C3H2ClF at a distorted geometry.

Computed properties:
* energy above the lowest of the compared OMol25 structures with the same formula, charge and spin: 116.04 kcal/mol
* frontier orbital gap (spin up / spin down): 6.76 / 6.79 eV
* strongest force on any atom: 3.6 eV/Å
* charge: 0
* lowest unoccupied orbital energy (spin up / spin down): -2.10 / -2.09 eV
* total energy: -18376.04486 eV

Last column: Mulliken charge in e.
Positions of all 7 atoms, in Å:
C (0.27, -0.47, 0.00)  0.287
C (0.38, -0.26, 1.24)  0.152
C (-0.71, 0.21, -0.69)  -0.235
F (1.79, -1.00, -1.58)  -0.695
Cl (0.39, 0.33, 2.69)  -0.091
H (-0.35, 1.11, -1.19)  0.267
H (-1.77, 0.09, -0.46)  0.315



3.
DFT (ωB97M-V/def2-TZVPD) results for a single C3H2ClF molecule at a distorted geometry.

Computed properties:
* energy above the lowest of the compared OMol25 structures with the same formula, charge and spin: 58.57 kcal/mol
* SMILES: FC1=C(Cl)C1
* frontier orbital gap: 9.24 eV
* strongest force on any atom: 9.6 eV/Å
* charge: 0
* lowest unoccupied orbital energy: 0.78 eV
* total energy: -18378.53698 eV

Last column: Mulliken charge in e.
Positions of all 7 atoms, in Å:
F (0.03, 0.92, -2.09)  -0.201
C (0.05, 0.32, -0.95)  0.355
C (-0.21, -0.89, -0.06)  -0.026
Cl (-0.83, -2.43, 0.24)  -0.139
C (0.27, 0.42, 0.57)  -0.333
H (1.22, 0.56, 1.18)  0.209
H (-0.53, 1.11, 1.11)  0.135



> What is the formula in the third record?

C3H2ClF



> Which value of energy above the lowest of the compared OMol25 structures with the same formula, charge and spin does entry 2 give?

116.04 kcal/mol



> Look up the total energy of the second one.

-18376.04486 eV